Entry 1:
{
  "formula": "C17H35N3OP",
  "method": "ωB97M-V/def2-TZVPD",
  "elements": ["P", "O", "N", "N", "N", "C", "C", "C", "C", "C", "C", "C", "C", "C", "C", "C", "C", "C", "C", "C", "C", "C", "H", "H", "H", "H", "H", "H", "H", "H", "H", "H", "H", "H", "H", "H", "H", "H", "H", "H", "H", "H", "H", "H", "H", "H", "H", "H", "H", "H", "H", "H", "H", "H", "H", "H", "H"],
  "coordinates": [[3.938258, -2.722300, 0.706627], [-2.188418, -3.862990, -0.691636], [1.770845, -2.726715, -1.169069], [1.074563, -0.646627, -0.732928], [-0.436380, -2.038503, -1.863711], [1.639243, -1.067308, 0.584084], [-1.305001, -4.271932, -1.330192], [4.232673, -4.549804, 0.658433], [-3.372668, 2.993512, 1.190423], [0.216729, 2.809902, -1.409514], [0.683837, -1.808688, -1.300876], [-2.264133, 3.598236, -1.038136], [4.915602, -1.884570, -0.628092], [-0.067957, 1.338659, -1.796819], [0.040836, 0.402534, -0.557152], [-2.408467, 2.287290, 3.478444], [2.149916, -2.510336, 0.266072], [-1.117177, 1.448231, 3.569560], [-0.723473, -3.360690, -2.429410], [-2.254222, 2.671852, 0.181497], [-3.317150, 1.904034, 2.301680], [-0.900885, 3.805016, -1.761129], [-0.519431, 4.795049, -1.522426], [4.986491, -4.827643, -0.077007], [-2.972572, 3.213108, -1.769667], [5.126463, -2.553483, -1.461475], [-3.104993, 3.941177, 1.654860], [-1.398932, -3.314992, -3.275629], [-2.460237, 1.657114, -0.163643], [1.578348, -3.230967, 0.844405], [4.405489, -0.987796, -0.978503], [-4.347614, 3.042592, 0.714897], [-0.870950, 1.253815, 4.610272], [-1.329335, 2.701184, 0.753291], [-0.276297, 1.980393, 3.128587], [4.598276, -4.847668, 1.635258], [3.333466, -5.111471, 0.426708], [-0.950725, -0.026786, -0.376515], [-1.062415, 3.760590, -2.837594], [-1.088174, 1.303072, -2.176336], [0.200174, -3.788684, -2.804523], [0.286217, 0.944473, 0.345941], [-2.957986, 1.003248, 1.805202], [5.856135, -1.591193, -0.179041], [2.426181, -0.371143, 0.847608], [0.910497, -1.190879, 1.381511], [0.482937, 2.944085, -0.364515], [-1.219917, 0.471746, 3.098024], [2.487736, -2.207085, -1.680431], [-1.132987, -1.301679, -1.895199], [-2.156969, 3.345563, 3.462064], [-4.330404, 1.690882, 2.632708], [1.091377, 3.126593, -1.977986], [-2.658510, 4.563707, -0.726462], [-2.958304, 2.120963, 4.401486], [0.610024, 0.959542, -2.557660], [-0.889631, -5.276232, -1.146366]],
  "forces_ev_per_angstrom": [[0.06, 0.30, 1.28], [-2.51, 1.08, 2.11], [-0.74, -0.02, -0.25], [-2.50, 0.34, 1.65], [-0.92, -0.68, -1.13], [1.24, -0.87, -0.64], [1.76, -0.53, -1.72], [0.14, 0.30, -0.52], [1.03, -0.78, 0.42], [0.17, 0.37, -0.93], [2.58, 0.85, 0.56], [0.55, -0.04, -0.07], [-0.53, -0.85, -0.09], [-0.17, 0.17, 1.37], [-0.20, 0.29, -1.08], [0.06, -0.90, 0.16], [0.47, 0.10, -0.45], [-0.11, 0.33, 0.20], [0.68, -0.88, -0.07], [-1.11, 0.39, -0.19], [-0.36, 0.89, -0.64], [-0.12, -0.34, 0.35], [0.03, 0.13, -0.10], [0.03, 0.05, -0.07], [-0.20, -0.07, 0.08], [-0.02, 0.10, -0.19], [-0.47, 0.30, -0.12], [-0.32, 0.31, 0.07], [0.37, -0.21, 0.07], [0.11, -0.09, 0.19], [-0.01, 0.09, 0.00], [-0.07, 0.11, -0.09], [0.18, 0.06, 0.09], [0.26, -0.08, -0.15], [0.16, -0.10, -0.14], [-0.02, -0.03, 0.09], [-0.17, -0.01, -0.01], [0.16, -0.35, 0.30], [0.02, 0.17, -0.09], [-0.04, -0.19, -0.20], [0.17, 0.12, 0.00], [0.14, 0.20, 0.02], [0.01, -0.29, 0.23], [0.13, 0.11, 0.05], [0.04, 0.05, 0.28], [-0.34, 0.68, -0.11], [0.03, -0.32, 0.15], [-0.08, -0.02, -0.14], [0.19, -0.62, -0.31], [-0.01, -0.18, 0.09], [-0.02, 0.09, -0.07], [-0.05, -0.01, 0.21], [0.13, 0.12, 0.08], [0.05, 0.16, -0.06], [-0.10, 0.09, 0.10], [0.05, 0.18, -0.17], [0.24, -0.04, -0.36]],
  "nbo_charge": [0.780, -0.470, -0.641, -0.395, -0.489, -0.239, 0.425, -0.931, -0.383, -0.398, 0.718, -0.414, -0.942, -0.431, -0.233, -0.409, -0.353, -0.608, -0.337, -0.397, -0.394, -0.390, 0.216, 0.243, 0.202, 0.233, 0.199, 0.255, 0.176, 0.231, 0.232, 0.208, 0.220, 0.191, 0.195, 0.252, 0.238, 0.192, 0.204, 0.210, 0.245, 0.235, 0.180, 0.263, 0.232, 0.220, 0.200, 0.190, 0.392, 0.448, 0.203, 0.217, 0.220, 0.217, 0.213, 0.217, 0.144],
  "lumo_ev": -3.094,
  "charge": 1
}



Entry 2:
{
  "formula": "C6H10N",
  "method": "ωB97M-V/def2-TZVPD",
  "elements": ["N", "C", "C", "C", "C", "C", "C", "H", "H", "H", "H", "H", "H", "H", "H", "H", "H"],
  "coordinates": [[1.445730, -1.202078, -0.483758], [0.967079, -0.149779, 0.332345], [1.565206, 1.372542, 0.036074], [-0.886572, -1.168066, -0.777251], [0.515915, -1.739150, -1.109400], [-1.458989, 0.609077, 0.971088], [-0.553298, -0.105215, 0.144165], [-2.419176, 0.773927, 0.377233], [-1.797537, 0.035074, 1.797943], [-1.128784, 1.552343, 1.397600], [-1.146786, -0.606146, -1.746175], [1.093766, 1.689346, -0.935616], [2.640538, 1.558776, -0.031729], [1.081902, 1.917344, 0.802910], [1.073100, -0.197777, 1.426768], [0.696767, -2.562703, -1.751275], [-1.688861, -1.777515, -0.450921]],
  "forces_ev_per_angstrom": [[1.66, 0.52, 0.59], [-0.93, 2.92, -0.41], [-1.66, -1.39, -1.84], [1.73, 1.56, -2.06], [-1.70, -0.53, 0.70], [-2.18, 1.99, -1.69], [2.42, -1.36, 1.13], [0.99, -0.03, 0.79], [-0.17, -1.12, 0.89], [0.36, 0.03, -0.13], [-0.35, -0.58, 0.96], [0.68, -0.17, 0.82], [-0.23, -0.78, 0.35], [-0.02, 1.02, 0.78], [0.41, -0.72, -0.11], [-0.08, -0.60, -0.73], [-0.93, -0.75, -0.05]],
  "nbo_charge": [-0.341, -0.197, -0.550, -0.640, 0.148, -0.781, 0.608, 0.284, 0.332, 0.281, 0.337, 0.213, 0.273, 0.208, 0.290, 0.229, 0.305],
  "lumo_ev": -6.418,
  "charge": 1,
  "de_lowest_ev": 1.651
}



Number 1: E -33995.5092 eV, frontier orbital gap 8.277 eV, M 328.5 g mol⁻¹. Number 2: E -7864.6967 eV, frontier orbital gap 8.419 eV, M 96.2 g mol⁻¹.